1.
ORCA calculation (ωB97M-V/def2-TZVPD) on one molecule with the formula C6H9ClN2 at a distorted geometry.

F_max: 4.83 eV Å⁻¹
HOMO level: -8.5 eV
Multiplicity: 1
Gap between HOMO and LUMO: 9.173 eV
SMILES: C[C@H](Cl)Cc1cnc[nH]1
Energy relative to the best compared isomer or geometry (same formula, charge and spin): 6.7 kcal/mol
Total charge: 0
M: 144.6 Da

XYZ file:
```
18
Properties=species:S:1:pos:R:3:forces:R:3:nbo_charge:R:1
C 2.126889 1.108265 -1.519257 -1.14 0.93 0.28 -0.642
C 0.709368 0.987978 -0.941930 1.88 -0.24 4.45 -0.158
Cl -0.141697 2.572957 -0.891836 0.03 -1.07 -0.28 -0.049
C 0.640239 0.319495 0.720704 -1.62 1.61 -3.72 -0.404
C -0.678951 -0.345201 0.854588 1.27 0.80 0.80 0.070
C -1.842124 -0.057834 1.431419 -0.67 2.30 2.04 -0.093
N -2.752072 -1.009882 1.346724 -2.20 -1.92 -0.94 -0.433
C -2.212876 -1.939348 0.622429 2.72 -0.09 0.20 0.147
N -0.877145 -1.600521 0.430857 0.53 -1.16 -2.08 -0.520
H 2.301833 0.119623 -1.883261 1.14 -0.74 0.16 0.212
H 2.908427 1.621866 -0.917122 -0.62 -0.79 -0.15 0.225
H 2.004423 1.684771 -2.420518 0.14 0.44 -0.48 0.224
H 0.280250 0.129182 -1.370079 -1.59 -0.07 -1.47 0.192
H 1.333015 -0.436590 0.841164 2.03 -1.40 -0.12 0.201
H 0.882804 1.123329 1.355187 -0.17 0.89 0.97 0.230
H -2.086912 0.664869 2.148188 0.11 1.68 0.35 0.202
H -2.472249 -2.905553 0.286479 -1.04 -0.67 0.00 0.193
H -0.123220 -2.037406 -0.093738 -0.81 -0.49 0.01 0.402
```
Positions in Å, forces in eV/Å.

=====

2.
ORCA calculation (ωB97M-V/def2-TZVPD) on one molecule with the formula C6H9ClN2O at a distorted geometry.

F_max: 4.92 eV Å⁻¹
HOMO level: -8.8 eV
Multiplicity: 1
Gap between HOMO and LUMO: 8.877 eV
SMILES: CO[C@H]1C=NC=C[C@]1(N)Cl
Energy relative to the best compared isomer or geometry (same formula, charge and spin): 39.3 kcal/mol
Total charge: 0
M: 160.6 Da

XYZ file:
```
19
Properties=species:S:1:pos:R:3:forces:R:3:nbo_charge:R:1
C -0.603813 -1.468187 1.517758 1.04 -2.51 4.11 -0.265
O -0.722344 -0.514596 0.569325 -0.72 0.46 -1.86 -0.518
C 0.391207 0.296386 0.413712 2.22 0.82 -0.07 0.005
C 1.739066 -0.369669 -0.115324 -1.63 0.57 0.47 0.138
N 2.048645 -0.300825 -1.323649 2.42 -1.19 -0.01 -0.422
C 1.377426 0.326616 -2.309784 -3.92 1.72 0.46 -0.006
C 0.395623 1.241429 -2.005197 1.92 -0.59 0.65 -0.237
C 0.116696 1.549186 -0.538593 0.39 -0.81 -0.89 0.161
N -1.128676 2.180068 -0.502052 -0.08 -0.15 -4.33 -0.809
Cl 1.441090 2.805964 -0.040187 -0.15 -0.32 0.17 -0.151
H 0.250230 -2.248002 1.442923 -0.61 1.73 -0.21 0.171
H -1.422734 -2.181050 1.641209 -0.68 0.56 -1.04 0.204
H -0.615636 -1.036656 2.602906 0.64 -0.30 -1.64 0.161
H 0.765341 0.614281 1.396396 -0.61 0.57 0.12 0.190
H 2.487026 -0.764789 0.594356 -0.60 0.06 -0.23 0.190
H 1.496240 -0.030562 -3.299703 0.57 -0.05 -0.83 0.204
H -0.070035 1.964429 -2.675636 0.14 -0.55 -0.20 0.220
H -1.590870 2.118466 0.312965 -1.99 -0.21 3.41 0.373
H -1.779124 2.021788 -1.341222 1.66 0.20 1.92 0.390
```
Positions in Å, forces in eV/Å.